Here is a 3-piece molecular cluster, C12H22INO8P overall from the Open Molecules 2025 dataset. Energies are from the ωB97M-V functional and the def2-TZVPD basis.

Calculated values
HOMO-LUMO gap: 0.24952 Ha
Spin multiplicity: 1
Charge: -1
E: -1766.2776 Eh

XYZ file:
```
45
C12H22INO8P, DFT the ωB97M-V functional and the def2-TZVPD basis
O 4.710 0.446 3.092
C 5.538 0.226 1.962
C 5.570 -1.245 1.552
O 4.260 -1.726 1.391
C 3.744 -2.415 2.527
O 2.409 -2.639 2.302
C 1.523 -2.164 3.350
N 1.043 -0.862 3.120
P -0.265 -0.387 2.364
O 0.392 0.704 1.271
I -1.028 -2.250 0.674
H 3.786 0.436 2.808
H 5.190 0.809 1.101
H 6.537 0.575 2.240
H 6.151 -1.846 2.266
H 6.069 -1.323 0.579
H 3.892 -1.793 3.418
H 4.304 -3.361 2.633
H 2.106 -2.177 4.283
H 0.753 -2.940 3.423
H 1.305 0.805 1.581
O -5.536 -3.363 -1.822
C -5.081 -2.253 -1.841
O -5.428 -1.319 -0.929
C -4.829 -0.047 -1.254
C -3.636 -0.377 -2.139
C -4.114 -1.643 -2.842
H -5.575 0.552 -1.781
H -4.561 0.451 -0.327
H -3.371 0.436 -2.801
H -2.768 -0.602 -1.518
H -4.683 -1.423 -3.749
H -3.327 -2.353 -3.082
O -3.553 2.820 -3.266
C -2.548 2.878 -2.608
O -2.529 2.445 -1.334
C -1.236 2.658 -0.724
C -0.275 2.777 -1.904
C -1.169 3.386 -2.986
H -1.288 3.581 -0.141
H -1.026 1.826 -0.060
H 0.609 3.364 -1.668
H 0.049 1.781 -2.208
H -1.191 4.478 -2.951
H -0.924 3.075 -3.999
```

Atom charges from the natural (NBO) analysis, given in e for atoms 1 to 5:
1. O -0.7314
2. C -0.0815
3. C -0.0927
4. O -0.5518
5. C 0.2412



Here is an isolated ion of composition C3H4NO and charge +1 in a non-equilibrium geometry from the Open Molecules 2025 dataset. Energies are from the ωB97M-V functional and the def2-TZVPD basis.

Calculated values
HOMO-LUMO gap (spin up / spin down): 0.26645 / 0.26659 Ha
Spin multiplicity: 1
Charge: +1
ΔE to the lowest compared entry with this formula, charge and spin: 325.57 kJ/mol
E: -246.2681 Eh

XYZ file:
```
9
C3H4NO, DFT the ωB97M-V functional and the def2-TZVPD basis
C -0.884 -1.221 -0.065
C -2.135 -0.416 0.072
C -0.198 0.964 0.017
N 0.142 -0.434 0.065
O -1.841 0.737 -0.036
H -0.921 -2.193 -0.413
H -0.187 1.690 0.869
H 0.121 1.294 -0.945
H 1.127 -0.531 0.090
```

Atom charges from the natural (NBO) analysis, given in e for atoms 1 to 5:
1. C 0.1935
2. C 0.3169
3. C -0.0043
4. N -0.4190
5. O -0.3488



Here is one molecule with the formula C8H7NOS in a non-equilibrium geometry from the Open Molecules 2025 dataset. Energies are from the ωB97M-V functional and the def2-TZVPD basis.

Calculated values
HOMO-LUMO gap: 0.27541 Ha
SMILES: C=[S@]1(=O)N=Cc2ccccc21
Spin multiplicity: 1
Charge: 0
ΔE to the lowest compared entry with this formula, charge and spin: 460.77 kJ/mol
E: -837.0578 Eh

XYZ file:
```
18
C8H7NOS, DFT the ωB97M-V functional and the def2-TZVPD basis
C 2.238 -1.328 1.161
S 1.958 -0.157 0.011
O 2.660 -0.500 -1.253
N 1.964 1.550 0.246
C 0.731 1.962 0.128
C -0.353 1.074 -0.164
C -1.711 1.319 -0.283
C -2.505 0.161 -0.594
C -1.961 -1.182 -0.484
C -0.587 -1.280 -0.159
C 0.150 -0.152 -0.188
H 3.260 -1.636 1.163
H 1.991 -1.056 2.152
H 0.629 3.007 0.085
H -2.031 2.228 -0.379
H -3.527 0.253 -0.575
H -2.691 -1.987 -0.549
H -0.216 -2.275 -0.319
```

Atom charges from the natural (NBO) analysis, given in e for atoms 1 to 5:
1. C -1.0127
2. S 1.8658
3. O -0.8933
4. N -0.5910
5. C 0.1444



Here is a 2-piece molecular cluster, C2H9NO overall in a non-equilibrium geometry from the Open Molecules 2025 dataset. Energies are from the ωB97M-V functional and the def2-TZVPD basis.

Calculated values
HOMO-LUMO gap: 0.37499 Ha
SMILES: CCN.O
Spin multiplicity: 1
Charge: 0
ΔE to the lowest compared entry with this formula, charge and spin: 40.72 kJ/mol
E: -211.5696 Eh

XYZ file:
```
13
C2H9NO, DFT the ωB97M-V functional and the def2-TZVPD basis
C 0.000 0.000 0.000
C -0.042 -1.017 -1.121
N 0.617 -0.319 -2.239
H -0.582 -0.327 0.878
H -0.390 0.975 -0.338
H 1.053 0.128 0.304
H 0.384 -2.032 -1.010
H -1.078 -1.126 -1.496
H 0.601 -0.983 -3.020
H 1.601 -0.226 -1.964
O 0.634 -5.878 -1.307
H 0.343 -5.132 -1.879
H 1.606 -5.755 -1.214
```

Atom charges from the natural (NBO) analysis, given in e for atoms 1 to 5:
1. C -0.6173
2. C -0.2238
3. N -0.8216
4. H 0.2094
5. H 0.2248



Here is one molecule with the formula C4H5NOS in a non-equilibrium geometry from the Open Molecules 2025 dataset. Energies are from the ωB97M-V functional and the def2-TZVPD basis.

Calculated values
HOMO-LUMO gap: 0.36191 Ha
SMILES: O=C1NC=CCS1
Spin multiplicity: 1
Charge: 0
ΔE to the lowest compared entry with this formula, charge and spin: 181.60 kJ/mol
E: -683.5387 Eh

XYZ file:
```
12
C4H5NOS, DFT the ωB97M-V functional and the def2-TZVPD basis
O 2.356 -0.752 1.672
C 1.406 -0.298 0.987
N 0.063 -0.722 1.189
C -1.034 -0.540 0.246
C -1.028 0.095 -0.886
C 0.066 1.153 -1.012
S 1.659 0.527 -0.402
H -0.034 -1.247 1.982
H -1.668 -1.558 0.482
H -1.831 0.119 -1.556
H -0.399 2.032 -0.515
H 0.442 1.191 -2.188
```

Atom charges from the natural (NBO) analysis, given in e for atoms 1 to 5:
1. O -0.6006
2. C 0.4133
3. N -0.6368
4. C 0.0080
5. C -0.2878



Here is C38H33N4NaO9P2S2 as an isolated structure in a non-equilibrium geometry from the Open Molecules 2025 dataset. Energies are from the ωB97M-V functional and the def2-TZVPD basis.

Calculated values
HOMO-LUMO gap: 0.19589 Ha
Spin multiplicity: 1
Charge: -2
E: -4005.8479 Eh

XYZ file:
```
89
C38H33N4NaO9P2S2, DFT the ωB97M-V functional and the def2-TZVPD basis
Na 0.075 -0.167 -0.234
O 0.344 1.825 2.456
C -0.495 2.718 2.671
C -1.065 2.918 3.990
C -2.004 3.870 4.267
C -2.475 4.749 3.273
C -1.948 4.607 2.006
C -1.010 3.627 1.660
C -0.583 3.636 0.269
N 0.089 2.757 -0.355
C 0.474 3.092 -1.716
C 0.348 1.895 -2.652
N 1.247 0.853 -2.213
C 1.664 0.000 -3.053
C 2.482 -1.168 -2.748
C 2.573 -2.123 -3.752
C 3.169 -3.366 -3.573
C 3.747 -3.624 -2.315
C 3.699 -2.707 -1.302
C 3.021 -1.434 -1.418
O 2.922 -0.659 -0.450
H -0.705 2.242 4.760
H -2.394 3.952 5.279
H -3.220 5.504 3.490
H -2.286 5.275 1.215
H -0.918 4.544 -0.277
H 1.529 3.388 -1.698
H -0.108 3.946 -2.107
H 0.548 2.212 -3.690
H -0.678 1.515 -2.603
H 1.377 0.085 -4.121
H 2.110 -1.890 -4.708
H 3.225 -4.086 -4.379
H 4.234 -4.581 -2.141
H 4.133 -2.925 -0.332
C -2.774 -3.853 -2.997
C -1.900 -2.715 -2.502
O -1.357 -2.047 -3.640
P -0.504 -3.277 -1.461
O 0.312 -4.383 -2.249
O -1.175 -4.109 -0.301
O 0.286 -2.091 -1.099
P -2.785 -1.493 -1.421
O -4.251 -1.268 -2.086
O -2.999 -2.206 -0.118
O -2.010 -0.224 -1.587
H -2.176 -4.597 -3.526
H -3.528 -3.455 -3.678
H -3.281 -4.337 -2.162
H -1.036 -1.196 -3.298
H 1.168 -4.039 -2.578
H -1.908 -3.529 0.038
H -4.194 -0.503 -2.668
S 3.197 -4.534 2.220
C 4.050 -5.640 3.199
C 3.565 -5.669 4.472
C 2.482 -4.773 4.651
C 2.163 -4.080 3.512
C 1.101 -3.081 3.324
C 0.982 -2.370 2.112
N 0.045 -1.491 1.884
C -0.851 -1.220 2.845
C -0.820 -1.852 4.096
C -1.796 -1.506 5.095
C -2.745 -0.584 4.838
C -2.816 0.071 3.560
C -3.807 1.015 3.248
C -3.825 1.598 2.005
C -2.818 1.213 1.091
N -1.888 0.340 1.359
C -1.878 -0.235 2.569
C -4.835 2.591 1.626
C -5.784 3.180 2.418
C -6.589 4.115 1.723
C -6.241 4.219 0.409
S -4.931 3.197 0.023
C 0.184 -2.804 4.313
H 4.866 -6.209 2.787
H 3.964 -6.299 5.253
H 1.964 -4.643 5.588
H 1.684 -2.514 1.295
H -1.749 -2.003 6.058
H -3.479 -0.322 5.592
H -4.542 1.276 4.001
H -2.776 1.634 0.092
H -5.880 2.974 3.472
H -7.383 4.688 2.180
H -6.679 4.850 -0.345
H 0.218 -3.318 5.267
```

Atom charges from the Mulliken analysis, given in e for atoms 1 to 5:
1. Na 0.7640
2. O -0.7589
3. C 0.3633
4. C -0.7233
5. C -0.4488